DFT (ωB97M-V with the def2-TZVPD basis set) results for one molecule with the formula C2H4N2O2S at a distorted geometry.

Values from the calculation:
Highest occupied orbital energy = -8.9 eV
Frontier orbital gap = 9.258 eV
Energy above the lowest of the compared OMol25 structures with the same formula, charge and spin = 346.5 kJ/mol

Each line ends with the Mulliken charge.
Cartesian coordinates (Å):
O 0.367 1.973 -0.314  -0.563
C -0.637 1.202 -0.217  0.064
N -0.600 -0.125 0.067  0.109
O -1.916 -0.698 0.276  -0.459
C 0.348 -1.088 -0.513  -0.061
N 1.591 -0.918 -0.469  -0.340
S 2.712 0.021 0.226  -0.064
H -1.687 1.544 -0.123  0.372
H -1.955 -0.994 1.254  0.364
H -0.036 -1.863 -1.112  0.432
H 1.812 0.946 0.925  0.145